This record from the Open Molecules 2025 dataset describes a structure of composition C44H64N2NaSbSi5. The level of theory is the ωB97M-V functional and the def2-TZVPD basis.

Values from the calculation:
* relative energy (zero: lowest compared OMol25 entry of this formula, charge and spin): 0.00 kcal per mole
* total charge: -2
* frontier orbital gap: 4.9 eV
* largest force on an atom: 0.008 Eh/bohr
* M: 906.19 g/mol

Atoms and positions in Å:
Na: -0.0535 -0.7989 0.0979
C: 2.8702 -0.5730 4.3571
Sb: 2.1816 -0.2114 2.2950
C: 0.0978 -0.4487 2.7274
C: -0.8331 0.6220 2.7995
C: -2.0066 0.5348 3.6178
C: -2.8822 1.5851 3.7048
C: -2.6405 2.7583 2.9793
C: -1.4865 2.7754 2.2147
N: -0.6114 1.7853 2.1318
Si: -0.3308 -2.1159 3.3191
C: -0.4547 -2.2825 5.2191
C: 0.9373 -3.4025 2.7777
C: -1.9659 -2.7318 2.5908
C: 2.5392 1.9917 2.2613
C: 1.8132 2.4862 1.0293
C: 1.7380 3.8396 0.6895
C: 1.1760 4.2155 -0.5191
C: 0.7283 3.2366 -1.3911
C: 0.8730 1.9171 -0.9940
N: 1.3818 1.5556 0.1763
Si: 2.1825 2.8234 3.9342
C: 1.8182 4.6790 3.8096
C: 0.7889 2.1495 4.9958
C: 3.7026 2.7403 5.0657
Si: 4.3618 2.1247 1.7057
C: 5.0436 3.8842 1.8753
C: 4.5174 1.6596 -0.1063
C: 5.5611 1.0049 2.6333
H: 2.8830 -1.6583 4.4830
H: 2.1729 -0.1595 5.0840
H: 3.8781 -0.2046 4.5469
H: -2.1799 -0.3511 4.2189
H: -3.7552 1.5001 4.3458
H: -3.3205 3.5988 2.9868
H: -1.2402 3.6607 1.6270
H: 0.5193 -2.5438 5.6400
H: -1.1680 -3.0617 5.5074
H: -0.7687 -1.3458 5.6827
H: 1.9465 -3.2111 3.1482
H: 1.0071 -3.4768 1.6897
H: 0.6275 -4.3784 3.1646
H: -2.7811 -2.0097 2.6499
H: -2.2792 -3.6479 3.1030
H: -1.8289 -2.9768 1.5341
H: 2.1218 4.5883 1.3630
H: 1.1018 5.2659 -0.7795
H: 0.2834 3.4644 -2.3504
H: 0.5661 1.1164 -1.6579
H: 0.8897 4.8772 3.2735
H: 2.6180 5.2559 3.3414
H: 1.6966 5.0482 4.8328
H: -0.1838 2.5268 4.6860
H: 0.9783 2.4879 6.0209
H: 0.7274 1.0625 4.9987
H: 4.6515 2.9714 4.5817
H: 3.7961 1.7649 5.5427
H: 3.5510 3.4823 5.8561
H: 4.5736 4.5669 1.1662
H: 6.1122 3.8537 1.6405
H: 4.9354 4.3055 2.8752
H: 3.8959 2.2770 -0.7555
H: 4.2291 0.6202 -0.2734
H: 5.5600 1.7797 -0.4166
H: 5.6655 1.2400 3.6923
H: 6.5392 1.1330 2.1595
H: 5.2870 -0.0461 2.5423
C: -1.0998 3.0573 -4.8368
C: -0.5639 1.7749 -4.8160
C: -1.0331 0.8372 -3.9089
C: -2.0571 1.1258 -2.9965
C: -2.5634 2.4303 -3.0293
C: -2.0999 3.3805 -3.9315
Si: -2.5287 -0.1817 -1.6581
C: -4.1681 0.5568 -0.9525
C: -5.2632 0.8928 -1.7592
C: -6.4528 1.3609 -1.2240
C: -6.5837 1.5023 0.1541
C: -5.5162 1.1773 0.9746
C: -4.3274 0.7121 0.4211
C: -3.3369 -1.5532 -2.7570
C: -3.3984 -1.5770 -4.1507
C: -4.0023 -2.6206 -4.8440
C: -4.5790 -3.6776 -4.1574
C: -4.5377 -3.6782 -2.7682
C: -3.9203 -2.6391 -2.0914
H: -0.7320 3.7973 -5.5391
H: 0.2364 1.5069 -5.4974
H: -0.5718 -0.1464 -3.8936
H: -3.3418 2.7126 -2.3296
H: -2.5196 4.3813 -3.9177
H: -5.1796 0.7731 -2.8357
H: -7.2819 1.6117 -1.8781
H: -7.5135 1.8633 0.5812
H: -5.5958 1.2925 2.0500
H: -3.4983 0.4764 1.0804
H: -2.9731 -0.7586 -4.7203
H: -4.0233 -2.6029 -5.9289
H: -5.0505 -4.4930 -4.6948
H: -4.9802 -4.4970 -2.2110
H: -3.8861 -2.6694 -1.0058
C: 1.1048 -4.5541 -1.7102
Si: 2.4109 -3.1753 -1.6865
C: 3.4569 -3.5194 -3.2586
C: 3.6026 -3.5653 -0.2595
C: 1.6806 -1.5430 -1.5042
H: 1.5322 -5.5348 -1.9394
H: 0.3420 -4.3325 -2.4611
H: 0.5952 -4.6164 -0.7461
H: 3.8367 -4.5484 -3.2732
H: 4.3087 -2.8372 -3.3087
H: 2.8587 -3.3630 -4.1595
H: 4.0540 -4.5565 -0.3683
H: 3.0881 -3.5188 0.7010
H: 4.4089 -2.8277 -0.2279
H: 1.0703 -1.2375 -2.3660
H: 2.4199 -0.7610 -1.2928

This record from the Open Molecules 2025 dataset describes a cluster of 2 separate species, C2H3N4O in total. The level of theory is the ωB97M-V functional and the def2-TZVPD basis.

Values from the calculation:
* relative energy (zero: lowest compared OMol25 entry of this formula, charge and spin): 139.97 kcal per mole
* total charge: +1
* frontier orbital gap: 9.6 eV
* largest force on an atom: 0.085 Eh/bohr
* M: 99.07 g/mol

Atoms and positions in Å:
C: -1.5762 0.8283 0.0883
C: 0.9570 0.5133 0.0034
N: -0.2663 -1.2786 -0.0973
N: 1.0105 -1.5610 0.0529
N: 1.7761 -0.5459 0.0915
N: -0.3324 -0.0043 -0.1005
O: -2.6525 0.3285 -0.0174
H: -1.3997 1.8340 0.3060
H: 1.2307 2.4101 -0.3629
H: 1.2527 -2.5242 0.0361

This record from the Open Molecules 2025 dataset describes a structure of composition C3H5NO2. The level of theory is the ωB97M-V functional and the def2-TZVPD basis.

Values from the calculation:
* relative energy (zero: lowest compared OMol25 entry of this formula, charge and spin): 42.51 kcal per mole
* frontier orbital gap: 11.3 eV
* largest force on an atom: 0.011 Eh/bohr
* M: 87.08 g/mol

Atoms and positions in Å:
O: 0.3226 1.2928 1.2441
C: 0.4859 0.5639 0.0633
C: 0.9693 -0.8771 0.2669
O: -0.2065 -1.3797 -0.4354
C: -0.7370 -0.1189 -0.5106
N: -1.8529 0.3022 -0.8970
H: -0.3960 1.9200 1.0894
H: 1.0279 1.1325 -0.7047
H: 1.8909 -1.1936 -0.2255
H: 0.9518 -1.1820 1.3159
H: -2.4561 -0.4601 -1.2064